C3H4N3 | ωB97M-V/def2-TZVPD

Summary:
total charge: +1
spin multiplicity: 1
HOMO: -16.80 eV
total energy: -280.4745 hartree
energy relative to the best compared isomer or geometry (same formula, charge and spin): 405.7 kJ/mol
maximum force: 3.08 eV/Å

Geometry as XYZ:
```
10
Properties=species:S:1:pos:R:3:nbo_charge:R:1
C 2.430 0.665 -0.048 0.626
C 2.556 -0.648 0.011 -0.109
C -0.961 0.392 -0.028 -0.418
N 1.210 -0.824 -0.012 -0.074
N 1.364 1.341 0.007 -0.210
N 0.541 0.351 0.063 0.086
H 3.214 -1.409 0.053 0.294
H -1.087 1.461 0.279 0.272
H -1.340 -0.084 -1.027 0.276
H -1.215 -0.432 0.620 0.257
```

=====

C3H4N3 | ωB97M-V/def2-TZVPD

Summary:
total charge: +1
spin multiplicity: 1
SMILES: CC1=NN=[N+]=C1
HOMO (alpha / beta): -17.09 / -17.64 eV
total energy: -280.4715 hartree
energy relative to the best compared isomer or geometry (same formula, charge and spin): 413.8 kJ/mol
maximum force: 4.96 eV/Å

Geometry as XYZ:
```
10
Properties=species:S:1:pos:R:3:nbo_charge:R:1
C 1.307 0.572 0.066 -0.708
C -0.086 0.185 -0.079 0.370
N -1.155 1.047 -0.198 -0.169
N -2.180 0.361 -0.026 0.360
N -2.078 -0.885 -0.031 -0.167
C -0.763 -1.082 0.095 0.108
H 1.854 -0.070 -0.525 0.296
H 1.832 0.441 1.041 0.329
H 1.366 1.538 -0.376 0.286
H -0.096 -2.108 0.033 0.295
```

=====

C3H4N3 | ωB97M-V/def2-TZVPD

Summary:
total charge: +1
spin multiplicity: 1
HOMO: -15.87 eV
total energy: -280.3972 hartree
energy relative to the best compared isomer or geometry (same formula, charge and spin): 608.9 kJ/mol
maximum force: 4.76 eV/Å

Geometry as XYZ:
```
10
Properties=species:S:1:pos:R:3:nbo_charge:R:1
C 1.985 -0.133 -0.118 0.568
C 1.752 -1.220 0.598 -0.137
C -1.949 0.774 -0.422 0.042
N 0.486 -0.819 0.843 -0.136
N 1.203 0.785 -0.520 -0.239
N 0.204 0.424 0.225 -0.056
H 2.302 -2.134 0.749 0.304
H -1.977 1.804 -0.911 0.253
H -1.787 -0.103 -0.971 0.209
H -2.218 0.621 0.526 0.193
```

=====

C3H4N3 | ωB97M-V/def2-TZVPD

Summary:
total charge: +1
spin multiplicity: 1
HOMO: -14.77 eV
total energy: -280.6291 hartree
energy relative to the best compared isomer or geometry (same formula, charge and spin): 0.0 kJ/mol
maximum force: 4.63 eV/Å

Geometry as XYZ:
```
10
Properties=species:S:1:pos:R:3:nbo_charge:R:1
C 0.376 -1.209 -0.465 0.390
C 0.622 1.205 -0.429 0.336
C -0.944 0.173 0.876 0.367
N -0.564 -1.012 0.476 -0.408
N 1.164 -0.198 -0.708 -0.526
N -0.526 1.290 0.200 -0.562
H 0.512 -2.103 -0.976 0.240
H -1.482 0.425 1.757 0.236
H 2.004 -0.167 -1.264 0.467
H -1.002 2.139 0.431 0.460
```

=====

C3H4N3O | ωB97M-V/def2-TZVPD

Summary:
total charge: +1
spin multiplicity: 1
HOMO: -13.62 eV
total energy: -355.7596 hartree
energy relative to the best compared isomer or geometry (same formula, charge and spin): 317.2 kJ/mol
maximum force: 2.76 eV/Å

Geometry as XYZ:
```
11
Properties=species:S:1:pos:R:3:nbo_charge:R:1
C 0.496 0.618 -0.337 0.464
C -1.283 -0.828 0.544 0.945
C 1.569 0.896 0.528 -0.736
N -1.191 -0.377 -1.675 -0.184
N -0.171 0.287 -1.252 -0.094
N -1.820 -1.066 -0.595 -0.452
O -0.738 -0.476 1.481 -0.311
H 1.141 1.324 1.400 0.278
H 2.312 1.427 -0.056 0.317
H 2.076 0.041 0.853 0.277
H -2.391 -1.845 -0.890 0.496
```

=====

C3H4N3O2 | ωB97M-V/def2-TZVPD

Summary:
total charge: -1
spin multiplicity: 1
HOMO: -3.18 eV
total energy: -431.4607 hartree
energy relative to the best compared isomer or geometry (same formula, charge and spin): 140.6 kJ/mol
maximum force: 3.78 eV/Å

Geometry as XYZ:
```
12
Properties=species:S:1:pos:R:3:nbo_charge:R:1
C -0.440 1.268 -0.587 0.610
C 0.259 -0.909 0.252 0.414
C -1.116 1.328 0.783 0.333
N -0.204 -0.728 1.376 -0.704
N 0.372 0.158 -0.765 -0.701
N 1.059 -1.986 -0.257 -0.903
O -0.877 2.200 1.647 -0.651
O -0.700 2.017 -1.466 -0.616
H -2.238 1.041 0.796 0.120
H 0.645 -0.242 -1.713 0.380
H 1.325 -2.537 0.627 0.375
H 1.916 -1.611 -0.692 0.343
```

=====

C3H4N3O2 | ωB97M-V/def2-TZVPD

Summary:
total charge: -1
spin multiplicity: 1
HOMO: -1.70 eV
total energy: -431.4403 hartree
energy relative to the best compared isomer or geometry (same formula, charge and spin): 194.0 kJ/mol
maximum force: 3.23 eV/Å

Geometry as XYZ:
```
12
Properties=species:S:1:pos:R:3:nbo_charge:R:1
C -0.978 1.429 -0.173 0.192
C -1.561 -1.099 0.071 1.046
C 0.149 0.824 -0.528 -0.529
N -2.077 1.843 -0.098 -0.577
N 1.831 -0.664 0.436 -0.712
N 1.169 0.729 0.435 -0.469
O -1.300 -1.085 1.198 -0.565
O -1.874 -1.245 -1.030 -0.550
H 0.393 0.435 -1.529 0.191
H 1.094 -1.347 0.199 0.306
H 2.450 -0.593 -0.355 0.327
H 0.704 0.772 1.375 0.340
```

=====

C3H4N3O2 | ωB97M-V/def2-TZVPD

Summary:
total charge: +1
spin multiplicity: 1
SMILES: O=N/C=C\NC=[N+]=O
HOMO (alpha / beta): -14.38 / -13.59 eV
total energy: -430.9346 hartree
energy relative to the best compared isomer or geometry (same formula, charge and spin): 778.2 kJ/mol
maximum force: 4.17 eV/Å

Geometry as XYZ:
```
12
Properties=species:S:1:pos:R:3:nbo_charge:R:1
O 0.438 -1.534 -1.255 -0.118
N -0.296 -2.158 -0.533 0.241
C -1.006 -1.618 0.446 -0.192
C -0.596 -0.351 1.057 0.182
N 0.006 0.756 0.578 -0.461
C 0.430 1.076 -0.795 0.043
N 1.322 1.885 -1.004 0.187
O 2.277 2.421 -1.343 -0.114
H -1.742 -2.262 0.920 0.273
H -0.968 -0.181 2.170 0.271
H 0.295 1.460 1.310 0.457
H -0.159 0.504 -1.551 0.230
```

=====

C3H4N3O2S | ωB97M-V/def2-TZVPD

Summary:
total charge: -1
spin multiplicity: 1
SMILES: C/N=C(\[O-])NC(=O)N=S
HOMO (alpha / beta): -3.86 / -3.72 eV
total energy: -829.6465 hartree
energy relative to the best compared isomer or geometry (same formula, charge and spin): 162.3 kJ/mol
maximum force: 4.22 eV/Å

Geometry as XYZ:
```
13
Properties=species:S:1:pos:R:3:nbo_charge:R:1
C 0.064 2.004 0.758 -0.411
N 0.331 0.595 0.444 -0.668
C 0.386 0.323 -0.866 0.698
O 0.445 1.134 -1.810 -0.768
N 0.281 -1.029 -1.109 -0.642
C -0.063 -2.078 -0.291 0.752
O 0.158 -3.206 -0.709 -0.646
N -0.531 -1.832 0.982 -0.535
S -1.868 -1.889 1.751 0.326
H 0.749 2.433 1.642 0.139
H 0.167 2.591 -0.079 0.197
H -0.914 2.182 1.234 0.156
H 0.793 -1.229 -1.946 0.401
```

=====

C3H4N4 | ωB97M-V/def2-TZVPD

Summary:
total charge: 0
spin multiplicity: 1
SMILES: [H]/N=C1/N=CN/C1=N/[H]
HOMO: -9.49 eV
total energy: -335.7067 hartree
energy relative to the best compared isomer or geometry (same formula, charge and spin): 174.9 kJ/mol
maximum force: 2.33 eV/Å

Geometry as XYZ:
```
11
Properties=species:S:1:pos:R:3:nbo_charge:R:1
H 0.658 1.111 -2.182 0.335
N -0.264 1.251 -1.659 -0.579
C -0.379 0.471 -0.630 0.329
N -1.521 0.264 0.134 -0.491
C -1.145 -0.382 1.183 0.303
N 0.203 -0.750 1.294 -0.638
C 0.791 -0.369 0.043 0.353
N 1.999 -0.447 -0.375 -0.617
H 2.089 0.071 -1.266 0.346
H -1.877 -0.423 2.020 0.215
H 0.618 -1.302 2.097 0.442
```

=====

C3H4N4 | ωB97M-V/def2-TZVPD

Summary:
total charge: 0
spin multiplicity: 1
HOMO: -7.59 eV
total energy: -335.5980 hartree
energy relative to the best compared isomer or geometry (same formula, charge and spin): 460.2 kJ/mol
maximum force: 0.52 eV/Å

Geometry as XYZ:
```
11
Properties=species:S:1:pos:R:3:nbo_charge:R:1
N 1.803 0.133 -0.396 -0.717
C 0.351 -0.042 -0.096 0.128
C -0.188 1.181 0.347 -0.164
N -1.513 1.028 0.626 -0.462
C -2.046 -0.182 0.443 0.200
N -1.463 -1.307 0.012 -0.267
N -0.166 -1.227 -0.279 -0.220
H 2.423 -0.425 0.195 0.428
H 2.049 -0.015 -1.377 0.428
H 1.855 1.145 -0.145 0.462
H -3.105 -0.290 0.672 0.184
```

=====

C3H4N4 | ωB97M-V/def2-TZVPD

Summary:
total charge: 0
spin multiplicity: 1
SMILES: N#CN=C=N.C=N
HOMO: -10.15 eV
total energy: -335.6449 hartree
energy relative to the best compared isomer or geometry (same formula, charge and spin): 337.2 kJ/mol
maximum force: 2.49 eV/Å

Geometry as XYZ:
```
11
Properties=species:S:1:pos:R:3:nbo_charge:R:1
N -3.024 -1.300 1.339 -0.354
C -2.171 -0.670 0.887 0.418
N -1.117 0.034 0.544 -0.576
C -0.882 1.061 -0.076 0.755
N -0.339 2.078 -0.452 -0.672
H -0.008 2.289 -1.366 0.425
C 1.625 -0.491 0.153 -0.013
N 1.016 -0.690 -0.909 -0.637
H 1.751 0.524 0.451 0.158
H 2.011 -1.277 0.792 0.149
H 1.140 -1.559 -1.362 0.349
```